Record 1
Density functional theory data (ωB97M-V/def2-TZVPD) for a gas-phase ion, C4H11NOS (charge -1).

Each atom is followed by the atoms it is bonded to, with distances in Å.
Element x y z (Å)
1 C 1.99394 -0.09294 -0.27163  O2 1.432, C3 1.566, H8 1.086, H9 1.085
2 O 2.69126 0.84271 0.55855  C1 1.432, H10 0.950
3 C 0.47284 0.20046 -0.04231  C1 1.566, C4 1.542, N7 1.476, H11 1.109
4 C -0.41280 -1.05177 -0.20561  C3 1.542, C5 1.547, H12 1.073, H13 1.073
5 C -1.90836 -0.70417 -0.01278  C4 1.547, S6 1.983, H14 1.124, H15 1.028
6 S -2.03407 -0.18483 1.89692  C5 1.983, H16 1.322
7 N 0.20710 1.47630 -0.73496  C3 1.476, H17 0.985, H18 1.014
8 H 2.09678 -1.13554 0.01319  C1 1.086
9 H 2.25133 -0.05623 -1.32515  C1 1.085
10 H 3.05298 1.49625 -0.02838  O2 0.950
11 H 0.38636 0.46589 1.03125  C3 1.109
12 H -0.18526 -1.78658 0.54252  C4 1.073
13 H -0.39853 -1.48777 -1.18592  C4 1.073
14 H -2.27104 0.12408 -0.68086  C5 1.124
15 H -2.40655 -1.60208 -0.06737  C5 1.028
16 H -3.33978 -0.31496 1.73608  S6 1.322
17 H -0.69239 1.59406 -1.11802  N7 0.985
18 H 0.49619 2.21713 -0.10554  N7 1.014

Output
**Maximum force**: 3.37 eV Å⁻¹
**Orbital gap (spin up / spin down)**: 2.236 / 8.067 eV
**Spin multiplicity**: 2
**Energy above the lowest of the compared OMol25 structures with the same formula, charge and spin**: 161.9 kJ/mol
**Total charge**: -1
**HOMO energy (spin up / spin down)**: 1.08 / -4.76 eV

Atom charges from the Löwdin analysis, given in e for atoms 1 to 8: C -0.230; O -0.073; C -0.416; C -0.305; C -0.535; S 0.194; N 0.040; H 0.099


Record 2
Density functional theory data (ωB97M-V/def2-TZVPD) for 2 unconnected molecules or ions with the total composition C4H11NOS.

Each atom is followed by the atoms it is bonded to, with distances in Å.
Element x y z (Å)
1 C -0.99649 0.50154 1.09381  C2 1.494, S3 1.802, H4 1.222, H5 1.210
2 C -0.14194 0.99745 2.21408  C1 1.494, H6 1.069, H8 1.062, H9 1.134
3 S -2.25141 -0.69534 1.58298  C1 1.802, H7 1.323
4 H -1.73061 1.38825 0.68305  C1 1.222
5 H -0.37208 0.02655 0.17211  C1 1.210
6 H 0.51470 0.23335 2.57200  C2 1.069
7 H -2.84493 -1.07705 0.46359  S3 1.323
8 H -0.60876 1.42836 3.06491  C2 1.062
9 H 0.59581 1.72668 1.75670  C2 1.134
10 C 0.68964 -0.85640 -2.58230  C11 1.472, H14 1.105, H15 1.091, H18 1.181
11 C 1.41427 0.07244 -1.69971  C10 1.472, O12 1.184, N13 1.426
12 O 1.16239 1.18924 -1.39718  C11 1.184
13 N 2.54679 -0.39060 -0.96659  C11 1.426, H16 0.967, H17 1.005
14 H 0.29943 -1.70759 -1.99622  C10 1.105
15 H 1.16797 -0.93668 -3.55990  C10 1.091
16 H 3.08330 0.27415 -0.51292  N13 0.967
17 H 3.05807 -1.23687 -1.14931  N13 1.005
18 H -0.05980 -0.06357 -3.03350  C10 1.181

Output
**Structure (SMILES)**: CC(N)=O.CCS
**Maximum force**: 5.14 eV Å⁻¹
**Orbital gap**: 9.268 eV
**Spin multiplicity**: 1
**Energy above the lowest of the compared OMol25 structures with the same formula, charge and spin**: 185.2 kJ/mol
**HOMO energy**: -8.58 eV

Atom charges from the Löwdin analysis, given in e for atoms 1 to 8: C -0.672; C -0.201; S 0.648; H 0.111; H 0.088; H 0.057; H -0.177; H 0.057


Record 3
Density functional theory data (ωB97M-V/def2-TZVPD) for 2 unconnected molecules or ions with the total composition C4H11NOS.

Each atom is followed by the atoms it is bonded to, with distances in Å.
Element x y z (Å)
1 C 0.24066 3.38891 0.30545  S7 1.698, H8 1.169, H9 1.034
2 C 1.17938 -1.47936 -0.73440  N5 1.421, H10 1.113, H11 1.178, H12 1.061
3 C -1.29995 -1.53369 -0.14580  N5 1.444, H13 1.111, H14 1.146, H15 1.107
4 C 0.29847 -0.54510 1.27452  N5 1.355, H16 1.091, H17 1.075
5 N 0.08940 -1.27705 0.15403  C2 1.421, C3 1.444, C4 1.355
6 O 0.11185 1.32370 -1.25436  S7 1.491
7 S -0.52783 1.91557 -0.04429  C1 1.698, O6 1.491, H18 1.408
8 H 1.37019 3.39113 0.60697  C1 1.169
9 H -0.29803 3.91735 1.01288  C1 1.034
10 H 1.36810 -0.55077 -1.31865  C2 1.113
11 H 2.26176 -1.56214 -0.27790  C2 1.178
12 H 1.00270 -2.17256 -1.51792  C2 1.061
13 H -1.29505 -2.37055 -0.87579  C3 1.111
14 H -1.79798 -1.75463 0.86286  C3 1.146
15 H -1.62392 -0.53352 -0.49354  C3 1.107
16 H -0.53950 -0.34246 1.94302  C4 1.091
17 H 1.20031 -0.12439 1.68198  C4 1.075
18 H -1.65686 2.56822 -0.57636  S7 1.408

Output
**Maximum force**: 3.69 eV Å⁻¹
**Orbital gap (spin up / spin down)**: 4.799 / 8.698 eV
**Spin multiplicity**: 1
**Energy above the lowest of the compared OMol25 structures with the same formula, charge and spin**: 677.7 kJ/mol
**HOMO energy (spin up / spin down)**: -5.70 / -8.03 eV

Atom charges from the Löwdin analysis, given in e for atoms 1 to 8: C -0.313; C -0.098; C -0.055; C -0.069; N -0.331; O -0.575; S 0.757; H 0.056


Record 4
Density functional theory data (ωB97M-V/def2-TZVPD) for C4H11NOS in the gas phase.

Each atom is followed by the atoms it is bonded to, with distances in Å.
Element x y z (Å)
1 C -1.25000 1.18598 -1.38509  N2 1.453, H8 1.110, H9 1.106, H10 1.084
2 N -0.15380 0.24439 -1.53244  C1 1.453, C3 1.456, H11 1.004
3 C 0.42101 -0.24274 -0.28666  N2 1.456, C4 1.525, C6 1.576, H12 1.109
4 C 0.87821 0.84534 0.67916  C3 1.525, S5 1.829, H13 1.096, H14 1.081
5 S 2.23805 0.32405 1.78567  C4 1.829, H15 1.346
6 C -0.46281 -1.44055 0.22975  C3 1.576, O7 1.406, H16 1.097, H17 1.088
7 O -0.05654 -2.04295 1.43295  C6 1.406, H18 0.958
8 H -1.96767 0.84448 -0.61030  C1 1.110
9 H -0.86715 2.12759 -0.94846  C1 1.106
10 H -1.78080 1.30374 -2.32241  C1 1.084
11 H -0.20642 -0.48915 -2.21628  N2 1.004
12 H 1.37220 -0.78407 -0.46874  C3 1.109
13 H 0.09649 1.21993 1.34951  C4 1.096
14 H 1.21918 1.71372 0.13293  C4 1.081
15 H 1.59155 0.40066 2.96355  S5 1.346
16 H -1.44045 -0.96668 0.38187  C6 1.097
17 H -0.53059 -2.13850 -0.60260  C6 1.088
18 H 0.89952 -2.10522 1.41759  O7 0.958

Output
**Structure (SMILES)**: CN[C@H](CO)CS
**Maximum force**: 2.26 eV Å⁻¹
**Orbital gap**: 9.393 eV
**Spin multiplicity**: 1
**Energy above the lowest of the compared OMol25 structures with the same formula, charge and spin**: 166.5 kJ/mol
**HOMO energy**: -8.54 eV

Atom charges from the Löwdin analysis, given in e for atoms 1 to 8: C -0.121; N -0.097; C -0.427; C -0.511; S 0.721; C -0.237; O -0.068; H 0.073